1.
{
  "formula": "C21H27AsN5O9STeTi",
  "method": "wB97M-V/def2-TZVPD",
  "symbols": ["Ti", "O", "As", "O", "O", "C", "C", "C", "C", "C", "C", "S", "O", "O", "O", "H", "H", "H", "H", "H", "N", "C", "C", "C", "C", "N", "C", "N", "N", "C", "O", "O", "H", "H", "H", "H", "H", "H", "H", "H", "H", "H", "H", "H", "H", "H", "O", "C", "N", "C", "Te", "C", "C", "C", "C", "C", "C", "C", "H", "H", "H", "H", "H", "H", "H", "H"],
  "positions_angstrom": [[-1.8150, 0.7053, 0.1837], [-5.0015, -0.9392, -2.2622], [-3.9182, 0.3216, -1.6737], [-4.7217, 1.2280, -0.5931], [-2.5607, -0.5045, -1.0948], [-3.4084, 1.0861, -3.3755], [-4.1832, 0.8527, -4.5015], [-3.7613, 1.3309, -5.7342], [-2.5842, 2.0581, -5.8457], [-1.8184, 2.3235, -4.7204], [-2.2280, 1.8253, -3.4939], [-1.1930, 2.0791, -2.0729], [-0.5109, 0.8051, -1.8188], [-0.2954, 3.1588, -2.4081], [-2.1225, 2.3235, -0.9367], [-5.3101, -1.4154, -1.4763], [-5.0993, 0.2891, -4.4017], [-4.3540, 1.1315, -6.6181], [-2.2567, 2.4175, -6.8133], [-0.9139, 2.9155, -4.7725], [0.1617, -0.3693, 2.8706], [0.9373, 0.5925, 2.1096], [1.7364, 1.5622, 3.0074], [2.6908, 2.5426, 2.2995], [3.8583, 1.9021, 1.5130], [3.6196, 1.4078, 0.1581], [3.1097, 2.1194, -0.8365], [3.0859, 3.4596, -0.7850], [2.8356, 1.5206, -2.0058], [0.0353, 1.4536, 1.1896], [0.5429, 2.0762, 0.2497], [-1.1717, 1.7120, 1.6129], [-0.7428, 0.0100, 3.1176], [0.6404, -0.6490, 3.7172], [1.6385, 0.0356, 1.4835], [2.3202, 0.9734, 3.7215], [0.9987, 2.1418, 3.5676], [3.1518, 3.1808, 3.0554], [2.0850, 3.1731, 1.6471], [4.2275, 1.0422, 2.0701], [4.6769, 2.6227, 1.4495], [3.5011, 0.4147, 0.0567], [3.1348, 3.9016, 0.1157], [2.4796, 3.9123, -1.4518], [2.5897, 0.5454, -1.9580], [2.1628, 2.0211, -2.5710], [-4.6612, -1.6269, 0.8428], [-3.7349, -0.9815, 1.1850], [-2.7580, -0.3676, 1.5430], [1.6670, -2.7449, 0.1288], [-0.2039, -1.7304, -0.3815], [-1.0144, -3.1088, 1.0580], [0.1232, -3.7165, 1.8273], [-0.1136, -4.4664, 2.9766], [0.9402, -5.0080, 3.6967], [2.2482, -4.7915, 3.2800], [2.4892, -4.0452, 2.1368], [1.4317, -3.5146, 1.4002], [2.5147, -2.0612, 0.2324], [1.8938, -3.4249, -0.6926], [-1.6056, -3.8619, 0.5390], [-1.6607, -2.5365, 1.7159], [-1.1333, -4.6223, 3.3128], [0.7442, -5.5999, 4.5825], [3.0757, -5.2134, 3.8373], [3.5083, -3.8751, 1.8042]],
  "atomic_forces_ev_per_a": [[0.0, -1.2, 0.0], [0.3, 0.0, -0.1], [-2.0, -0.7, -1.0], [0.3, 0.2, 0.2], [-1.0, -0.6, -1.1], [0.3, 0.1, 0.2], [0.1, 0.0, 0.1], [0.0, 0.1, -0.1], [-0.1, -0.1, 0.0], [0.0, 0.0, 0.1], [-0.3, -0.1, 0.1], [1.3, 0.6, -1.5], [0.1, 0.4, 0.0], [-0.3, 0.0, 0.1], [-0.1, 0.7, -0.7], [-0.1, 0.0, 0.0], [0.0, -0.1, -0.1], [0.0, 0.0, 0.0], [0.0, 0.0, 0.0], [0.0, 0.0, 0.0], [0.1, 0.1, 0.0], [-0.2, 0.2, 0.1], [0.1, 0.2, -0.3], [-0.3, -0.4, -0.3], [0.0, 0.3, 0.4], [-0.6, -0.1, 0.1], [0.6, 0.5, 0.0], [-0.2, -0.4, -0.1], [-0.6, 0.1, 0.0], [1.4, 1.1, 1.5], [0.6, -0.2, 0.0], [1.2, 0.7, 1.5], [-0.2, 0.1, 0.0], [0.0, 0.0, 0.0], [0.0, 0.0, -0.2], [-0.1, -0.1, 0.0], [0.1, 0.0, 0.1], [0.0, 0.0, 0.0], [0.1, 0.1, 0.0], [0.1, 0.0, 0.0], [0.1, 0.0, 0.0], [0.0, -0.1, 0.0], [0.0, 0.0, 0.0], [-0.1, 0.1, 0.0], [0.0, -0.2, 0.0], [-0.1, 0.0, -0.1], [0.1, 0.1, 0.1], [0.2, -0.1, 0.3], [-1.1, -0.6, 0.5], [0.0, 0.4, 0.1], [0.4, -1.5, -0.1], [-0.1, 0.1, -0.1], [0.1, 0.0, 0.0], [0.0, 0.0, 0.0], [0.0, 0.0, 0.0], [0.0, 0.0, 0.0], [0.0, 0.0, 0.0], [0.0, 0.0, 0.1], [-0.1, 0.0, 0.0], [-0.1, 0.1, -0.1], [0.0, 0.0, 0.0], [0.0, 0.1, 0.0], [0.0, 0.0, 0.0], [0.0, 0.0, 0.0], [0.0, 0.0, 0.0], [0.0, 0.0, 0.0]],
  "e_homo_ev": [-7.2, -8.0],
  "e_above_lowest_kcal_mol": 66.5,
  "spin_multiplicity": 2,
  "e_tot_ha": -5518.95528,
  "s_squared": 0.754
}

---

2.
{
  "formula": "C21H27AuN3OSb2Se4Si",
  "method": "wB97M-V/def2-TZVPD",
  "symbols": ["Au", "C", "C", "C", "C", "C", "C", "N", "Sb", "C", "C", "C", "C", "C", "C", "N", "C", "C", "C", "C", "C", "C", "N", "H", "H", "H", "H", "H", "H", "H", "H", "H", "H", "H", "H", "H", "H", "H", "H", "H", "H", "C", "Si", "C", "C", "O", "H", "H", "H", "H", "H", "H", "H", "H", "H", "Se", "Sb", "Se", "Se", "Se"],
  "positions_angstrom": [[0.2504, 0.5921, 0.8189], [0.6864, -3.7546, 2.5456], [0.9635, -3.5899, 1.0808], [0.5405, -4.5254, 0.1396], [0.8491, -4.3272, -1.1955], [1.5666, -3.1971, -1.5592], [1.9411, -2.3062, -0.5590], [1.6587, -2.5061, 0.7238], [3.1802, -0.6068, -1.0308], [3.1994, 0.1675, 0.9864], [4.4512, 0.1993, 1.5775], [4.5891, 0.6155, 2.8915], [3.4582, 0.9975, 3.5849], [2.2208, 0.9646, 2.9594], [0.9830, 1.3786, 3.6935], [2.1071, 0.5549, 1.6792], [1.6994, 0.7192, -1.8440], [0.6456, 0.3185, -2.6543], [-0.1010, 1.2999, -3.2873], [0.2197, 2.6286, -3.0737], [1.2795, 2.9492, -2.2252], [1.6705, 4.3728, -1.9577], [2.0121, 2.0040, -1.6245], [-0.0486, -4.5354, 2.7329], [0.3285, -2.8147, 2.9664], [1.6068, -4.0151, 3.0707], [-0.0153, -5.3980, 0.4561], [0.5411, -5.0471, -1.9431], [1.8428, -3.0276, -2.5933], [5.3160, -0.1043, 1.0030], [5.5614, 0.6423, 3.3652], [3.5187, 1.3288, 4.6116], [1.2267, 1.6838, 4.7087], [0.2737, 0.5505, 3.7408], [0.4932, 2.2139, 3.1900], [0.4176, -0.7322, -2.7933], [-0.9209, 1.0364, -3.9434], [-0.3390, 3.4162, -3.5618], [0.8812, 5.0663, -2.2433], [2.5682, 4.6252, -2.5245], [1.9065, 4.5023, -0.9025], [-3.3491, -0.1213, -2.1377], [-2.8158, -0.3996, -0.3735], [-1.7830, -1.9235, -0.1795], [-4.2156, -0.3904, 0.8319], [-1.7082, 0.8675, 0.0489], [-4.2321, -0.7264, -2.3543], [-2.5567, -0.4197, -2.8267], [-3.6062, 0.9175, -2.3578], [-2.3767, -2.7941, -0.4737], [-1.4730, -2.0712, 0.8567], [-0.8856, -1.9002, -0.8023], [-4.7866, -1.3177, 0.7365], [-4.9132, 0.4315, 0.6751], [-3.8384, -0.3321, 1.8557], [-7.2070, 1.9978, -0.6315], [-5.3702, 3.3141, -1.1702], [-3.6592, 3.3910, 0.7310], [-4.6084, 4.4832, -3.0260], [-1.8448, 2.6537, -0.4127]],
  "atomic_forces_ev_per_a": [[-0.1, 0.0, 0.0], [0.0, 0.0, 0.0], [0.1, -0.1, -0.1], [0.0, 0.0, 0.0], [0.0, 0.0, 0.0], [0.0, 0.0, 0.0], [0.1, 0.0, -0.2], [-0.1, 0.1, 0.2], [0.1, 0.0, 0.0], [0.0, 0.0, 0.0], [0.0, 0.0, 0.0], [-0.1, 0.0, 0.0], [0.1, 0.0, 0.0], [0.0, 0.0, 0.0], [0.0, 0.0, 0.0], [0.1, 0.0, 0.1], [0.1, 0.1, 0.1], [0.0, -0.1, 0.0], [0.0, 0.0, 0.0], [0.0, 0.0, 0.0], [0.1, 0.0, 0.1], [0.0, 0.0, 0.0], [-0.2, -0.1, -0.2], [0.0, 0.0, 0.0], [0.0, 0.0, 0.0], [0.0, 0.0, 0.0], [0.0, 0.0, 0.0], [0.0, 0.0, 0.0], [0.0, 0.0, 0.0], [0.0, 0.0, 0.0], [0.0, 0.0, 0.0], [0.0, 0.0, 0.0], [0.0, 0.0, 0.0], [0.0, 0.0, 0.0], [0.0, 0.0, 0.0], [0.0, 0.0, 0.0], [0.0, 0.0, 0.0], [0.0, 0.0, 0.0], [0.0, 0.0, 0.0], [0.0, 0.0, 0.0], [0.0, 0.0, 0.0], [0.0, 0.0, 0.1], [0.1, 0.0, -0.2], [0.0, 0.0, 0.0], [0.0, 0.1, 0.1], [0.0, 0.1, 0.0], [0.0, 0.0, 0.0], [0.0, 0.0, 0.0], [0.0, 0.0, 0.0], [0.0, 0.0, 0.0], [0.0, 0.0, 0.0], [0.0, 0.0, 0.0], [0.0, 0.0, 0.0], [0.0, 0.0, 0.0], [0.0, 0.0, 0.0], [0.0, 0.1, 0.0], [-0.2, -0.1, -0.2], [-0.1, 0.0, 0.4], [0.0, -0.1, 0.0], [0.2, 0.0, -0.3]],
  "e_homo_ev": -11.2,
  "e_above_lowest_kcal_mol": 2.8,
  "e_tot_ha": -11567.18796,
  "total_charge": 1
}

---

3.
{
  "formula": "C21H27BN9OPdS3",
  "method": "wB97M-V/def2-TZVPD",
  "symbols": ["Pd", "N", "C", "S", "N", "N", "C", "C", "C", "C", "C", "C", "C", "O", "H", "H", "H", "H", "H", "H", "H", "C", "N", "C", "C", "N", "B", "N", "C", "C", "N", "C", "C", "S", "C", "S", "H", "H", "H", "H", "H", "H", "H", "H", "H", "H", "H", "H", "C", "C", "C", "C", "N", "N", "C", "H", "H", "H", "H", "H", "H", "H", "H"],
  "positions_angstrom": [[-1.1822, -0.1770, -0.5237], [-5.4731, -0.4798, -0.3570], [-4.1367, -0.7018, -0.4449], [-3.1972, 0.5609, -1.2484], [-3.6291, -1.7712, 0.0605], [-2.2832, -1.8766, -0.2059], [-1.7671, -3.0450, -0.3242], [-0.5691, -3.2864, -1.1045], [0.0490, -4.5423, -1.0285], [1.0326, -4.9154, -1.9150], [1.3696, -4.0357, -2.9469], [0.7668, -2.8025, -3.0590], [-0.1932, -2.3703, -2.1255], [-0.6849, -1.1496, -2.2678], [-5.8753, 0.2576, -0.9093], [-6.0574, -1.2799, -0.1742], [-2.3837, -3.8806, -0.0003], [-0.2817, -5.2285, -0.2575], [1.5075, -5.8829, -1.8410], [2.1126, -4.3255, -3.6795], [1.0135, -2.1363, -3.8775], [2.2404, 2.3171, -2.4876], [2.2217, 2.3201, -1.0326], [3.3122, 2.4849, -0.2200], [2.8450, 2.5167, 1.0514], [1.4785, 2.3944, 1.0162], [0.6759, 2.5840, 2.3705], [-0.8244, 2.9309, 2.1256], [-1.3285, 4.1932, 2.2985], [-2.6768, 4.1320, 2.1680], [-2.9886, 2.8220, 1.9111], [-4.3436, 2.2922, 1.8328], [-1.8483, 2.1062, 1.8845], [-1.7433, 0.3960, 1.6672], [1.1123, 2.2570, -0.2584], [-0.4745, 2.0650, -0.9289], [3.2770, 2.3221, -2.8139], [1.7357, 3.1995, -2.8740], [1.7352, 1.4345, -2.8731], [4.3101, 2.5764, -0.6107], [3.3689, 2.6467, 1.9813], [1.1553, 3.5572, 2.8888], [0.7860, 1.5937, 3.0417], [-0.6868, 5.0279, 2.5127], [-3.4324, 4.8920, 2.2517], [-5.0225, 3.1263, 1.6780], [-4.5982, 1.7810, 2.7591], [-4.4192, 1.6002, 1.0026], [4.0928, -1.0369, -1.2990], [2.9037, -1.0527, -0.4052], [2.7533, -1.4150, 0.9130], [1.3872, -1.2642, 1.2121], [0.7491, -0.8303, 0.1287], [1.6892, -0.6666, -0.8328], [0.7126, -1.6160, 2.4932], [4.8772, -1.6680, -0.8885], [4.4938, -0.0268, -1.4024], [3.8396, -1.4073, -2.2933], [3.5195, -1.7711, 1.5799], [1.3425, -0.6073, -1.7813], [1.3819, -2.2316, 3.0913], [-0.2017, -2.1804, 2.3082], [0.4544, -0.7262, 3.0638]],
  "atomic_forces_ev_per_a": [[-0.1, 0.1, 0.9], [0.0, 0.1, 0.0], [0.1, 0.0, 0.1], [-0.1, -0.1, -0.1], [-0.1, 0.0, 0.1], [0.4, -0.1, 0.1], [0.0, 0.1, -0.5], [-0.1, 0.1, 0.1], [0.0, -0.1, 0.0], [0.0, 0.0, 0.0], [0.0, 0.0, 0.0], [0.0, 0.0, 0.0], [-0.1, -0.1, 0.0], [0.3, 0.2, -0.2], [0.0, 0.0, 0.0], [0.0, 0.0, 0.0], [0.0, 0.0, 0.0], [0.0, 0.0, 0.0], [0.0, 0.0, 0.0], [0.0, 0.0, 0.0], [0.0, 0.0, 0.0], [0.0, 0.0, 0.0], [0.0, 0.1, 0.0], [0.0, -0.1, 0.0], [0.0, 0.0, 0.0], [0.1, 0.1, 0.0], [0.0, -0.1, 0.0], [0.1, 0.2, 0.1], [0.0, 0.0, -0.1], [0.0, 0.0, 0.0], [0.0, 0.0, 0.0], [0.0, 0.0, 0.0], [0.1, -0.1, -0.1], [-0.2, 0.1, 0.1], [0.0, -0.2, -0.1], [0.0, -0.1, -0.4], [0.0, 0.0, 0.0], [0.0, 0.0, 0.0], [0.0, 0.0, 0.0], [0.0, 0.0, 0.0], [0.0, 0.0, 0.0], [0.0, -0.1, 0.0], [-0.1, 0.0, -0.1], [0.0, 0.0, 0.0], [0.0, 0.0, 0.0], [0.0, 0.0, 0.0], [0.0, 0.0, 0.0], [0.0, 0.0, 0.0], [0.0, 0.0, 0.0], [0.0, 0.0, -0.1], [-0.1, 0.0, 0.0], [-0.1, -0.2, 0.0], [0.1, 0.2, -0.1], [-0.1, -0.2, 0.1], [0.0, 0.0, 0.0], [0.0, 0.0, 0.0], [0.0, 0.0, 0.0], [0.0, 0.0, 0.0], [0.0, 0.0, 0.0], [0.1, 0.1, 0.0], [0.0, 0.0, 0.0], [0.0, 0.0, 0.0], [0.0, 0.0, 0.0]],
  "e_homo_ev": -10.6,
  "e_above_lowest_kcal_mol": 19.4,
  "e_tot_ha": -2731.65581,
  "total_charge": 1
}

---

4.
{
  "formula": "C21H27BN9OPdS3",
  "method": "wB97M-V/def2-TZVPD",
  "symbols": ["Pd", "N", "C", "S", "N", "N", "C", "C", "C", "C", "C", "C", "C", "O", "H", "H", "H", "H", "H", "H", "H", "C", "N", "C", "C", "N", "B", "N", "C", "C", "N", "C", "C", "S", "C", "S", "H", "H", "H", "H", "H", "H", "H", "H", "H", "H", "H", "H", "C", "C", "C", "C", "N", "N", "C", "H", "H", "H", "H", "H", "H", "H", "H"],
  "positions_angstrom": [[-0.0169, -0.3877, 0.3674], [0.9366, -3.3166, 3.3996], [0.5413, -2.2731, 2.6354], [1.0016, -2.3570, 0.9394], [-0.0982, -1.2982, 3.1935], [-0.4167, -0.2573, 2.3448], [-1.0284, 0.7496, 2.8536], [-1.5014, 1.9330, 2.1741], [-2.1131, 2.8950, 3.0051], [-2.6267, 4.0666, 2.5115], [-2.5391, 4.3088, 1.1372], [-1.9549, 3.3926, 0.2943], [-1.4196, 2.1828, 0.7784], [-0.8909, 1.3755, -0.1207], [1.2342, -4.1696, 2.9623], [0.5941, -3.3632, 4.3445], [-1.2033, 0.6886, 3.9249], [-2.1696, 2.6878, 4.0672], [-3.0892, 4.7873, 3.1701], [-2.9358, 5.2288, 0.7267], [-1.8906, 3.5739, -0.7712], [-4.0282, 0.6098, -0.8037], [-3.3971, -0.3254, -1.7259], [-3.6595, -0.4091, -3.0657], [-2.9683, -1.4829, -3.5328], [-2.2970, -2.0480, -2.4863], [-1.5043, -3.3902, -2.6023], [0.0604, -3.1995, -2.4068], [0.8691, -4.3044, -2.4875], [2.1546, -3.9107, -2.3108], [2.1256, -2.5549, -2.1168], [3.2719, -1.6984, -1.8503], [0.8403, -2.1412, -2.1777], [0.3537, -0.4932, -1.9455], [-2.5674, -1.3303, -1.3877], [-1.9718, -1.6458, 0.2032], [-4.3221, 1.4956, -1.3597], [-3.3230, 0.8857, -0.0267], [-4.9056, 0.1496, -0.3526], [-4.3143, 0.2835, -3.5633], [-2.9056, -1.8922, -4.5245], [-1.6729, -3.7924, -3.7217], [-1.8754, -4.1558, -1.7567], [0.4603, -5.2814, -2.6733], [3.0733, -4.4693, -2.3107], [4.1668, -2.3137, -1.8744], [3.1707, -1.2360, -0.8687], [3.3424, -0.9225, -2.6086], [3.2067, 3.9144, -0.6737], [2.8950, 2.6819, 0.1019], [3.4805, 2.1297, 1.2229], [2.7410, 0.9779, 1.5276], [1.7710, 0.8254, 0.6224], [1.8781, 1.8715, -0.2202], [2.9671, 0.0549, 2.6765], [4.1035, 4.3836, -0.2776], [2.3893, 4.6335, -0.6080], [3.3768, 3.6865, -1.7262], [4.3286, 2.5109, 1.7652], [1.1802, 1.9898, -0.9392], [3.8777, 0.3449, 3.1963], [3.0725, -0.9750, 2.3427], [2.1419, 0.0958, 3.3888]],
  "atomic_forces_ev_per_a": [[0.0, 0.0, -0.1], [0.1, 0.0, 0.0], [-0.1, 0.1, 0.0], [0.0, 0.1, 0.0], [0.0, 0.0, 0.0], [0.0, 0.0, 0.0], [0.1, 0.0, -0.1], [0.0, 0.0, -0.1], [0.0, 0.0, 0.0], [0.0, 0.0, 0.0], [0.0, 0.0, 0.0], [0.0, 0.0, 0.0], [0.1, 0.0, 0.2], [-0.1, -0.1, 0.0], [0.0, 0.0, 0.0], [0.0, 0.0, 0.0], [0.0, 0.0, 0.0], [0.0, 0.0, 0.0], [0.0, 0.0, 0.0], [0.0, 0.0, 0.0], [0.0, 0.0, 0.0], [0.0, 0.0, 0.0], [-0.1, 0.0, 0.0], [0.0, 0.0, 0.0], [0.0, 0.0, 0.0], [-0.1, -0.1, 0.0], [0.0, 0.0, 0.0], [0.1, 0.1, 0.0], [0.0, 0.0, 0.0], [0.0, 0.0, 0.0], [0.0, 0.0, 0.0], [0.0, 0.0, 0.0], [-0.1, -0.1, 0.1], [0.1, 0.0, 0.0], [0.1, 0.0, 0.0], [0.0, 0.1, 0.0], [0.0, 0.0, 0.0], [-0.1, 0.0, -0.1], [0.0, 0.0, 0.0], [0.0, 0.0, 0.0], [0.0, 0.0, 0.0], [0.0, 0.0, 0.0], [0.0, 0.0, 0.0], [0.0, 0.0, 0.0], [0.0, 0.0, 0.0], [0.0, 0.0, 0.0], [0.0, 0.0, 0.0], [0.0, 0.0, 0.0], [0.0, 0.0, 0.0], [0.0, 0.0, 0.0], [0.0, 0.0, 0.0], [0.0, -0.1, -0.1], [-0.1, 0.1, 0.2], [0.0, 0.0, -0.1], [0.0, 0.0, 0.0], [0.0, 0.0, 0.0], [0.0, 0.0, 0.0], [0.0, 0.0, 0.0], [0.0, 0.0, 0.0], [0.0, 0.0, 0.0], [0.0, 0.0, 0.0], [0.0, 0.0, 0.0], [0.0, 0.0, 0.0]],
  "e_homo_ev": -10.6,
  "e_above_lowest_kcal_mol": 0.0,
  "e_tot_ha": -2731.68670,
  "total_charge": 1
}